# 1
C23H59F2N17O17S3 | ωB97M-V/def2-TZVPD

XYZ file:
```
121
C23H59F2N17O17S3, DFT ωB97M-V/def2-TZVPD
C -0.950 1.157 1.641
C 0.005 1.250 0.508
N 0.085 0.121 -0.308
C -0.982 -0.385 -1.057
C -0.475 -1.386 -1.811
N 0.833 -1.708 -1.398
C 1.141 -0.811 -0.384
C 1.701 -2.713 -2.053
H -2.020 1.067 1.455
H -0.831 1.958 2.371
H -0.652 0.298 2.242
H 1.025 1.480 0.814
H -0.173 2.125 -0.118
H -1.915 0.157 -1.102
H -1.028 -1.862 -2.608
H 2.091 -0.822 0.131
H 1.894 -3.456 -1.280
H 2.704 -2.302 -2.171
H 1.223 -3.166 -2.922
N -4.828 -7.230 -5.434
S -3.385 -7.387 -5.798
O -2.512 -6.351 -5.287
O -3.064 -8.199 -6.987
F -3.171 -8.482 -4.604
S -5.088 -5.935 -6.563
O -4.979 -6.472 -7.924
O -4.559 -4.661 -6.148
F -6.682 -5.726 -6.225
C 4.108 2.698 5.707
O 4.755 1.720 5.589
N 2.877 2.647 5.993
N 4.598 3.910 5.641
H 2.444 3.553 5.894
H 2.374 1.778 6.106
H 3.888 4.563 5.940
H 5.553 4.166 5.431
C 6.109 -3.072 2.424
O 6.349 -3.981 1.649
N 6.368 -1.831 2.136
N 5.372 -3.108 3.483
H 6.953 -1.671 1.328
H 6.214 -1.092 2.807
H 4.949 -3.937 3.874
H 5.234 -2.255 4.006
C -2.959 -4.083 4.788
O -3.549 -3.103 5.162
N -1.652 -4.276 4.913
N -3.488 -5.067 4.213
H -1.189 -3.592 5.495
H -1.410 -5.248 5.046
H -2.836 -5.655 3.715
H -4.456 -5.354 4.257
C 3.620 -9.380 -0.656
O 4.573 -9.442 -1.413
N 2.437 -9.846 -0.895
N 3.721 -8.923 0.495
H 2.446 -10.221 -1.833
H 1.601 -9.668 -0.358
H 4.494 -8.299 0.675
H 2.810 -8.979 0.928
C 0.478 7.952 7.265
O 1.197 7.330 6.615
N -0.784 7.770 7.258
N 0.730 8.911 8.087
H -1.475 8.302 7.767
H -1.165 7.072 6.635
H -0.027 8.885 8.754
H 1.690 8.944 8.399
C -5.311 6.891 3.086
O -4.647 7.887 3.255
N -6.056 6.492 4.086
N -5.290 6.105 2.071
H -6.334 5.526 3.985
H -6.053 6.890 5.014
H -5.914 5.315 1.980
H -4.676 6.321 1.298
C 8.127 -5.767 -5.050
O 8.649 -4.710 -5.400
N 7.582 -5.914 -3.791
N 8.008 -6.838 -5.838
H 7.223 -6.838 -3.601
H 7.625 -5.133 -3.152
H 7.529 -7.690 -5.583
H 8.560 -6.836 -6.684
C -8.793 -1.215 -0.123
C -7.525 -0.663 0.570
O -7.352 0.615 -0.018
S -8.706 1.348 -0.617
O -8.742 1.481 -2.080
O -9.119 2.492 0.232
O -9.597 -0.026 -0.269
H -9.296 -2.004 0.437
H -8.471 -1.619 -1.082
H -6.568 -1.128 0.336
H -7.563 -0.451 1.639
C 5.471 4.489 -1.652
C 5.491 4.770 -0.149
C 4.215 5.749 0.027
O 3.501 5.608 -1.151
C 4.471 5.469 -2.258
H 5.083 3.482 -1.799
H 6.443 4.763 -2.065
H 6.435 5.194 0.193
H 5.410 3.843 0.418
H 4.506 6.798 0.071
H 3.654 5.513 0.931
H 5.023 6.346 -2.595
H 4.014 4.982 -3.119
C -2.893 2.828 -6.430
C -1.948 3.578 -5.536
C -2.869 4.296 -4.568
O -3.874 3.314 -4.376
C -4.201 2.751 -5.624
H -2.559 1.818 -6.666
H -2.958 3.320 -7.400
H -1.323 4.224 -6.153
H -1.270 2.897 -5.023
H -3.276 5.254 -4.890
H -2.536 4.456 -3.542
H -5.024 3.301 -6.080
H -4.637 1.754 -5.564
```

Values from the calculation:
* multiplicity: 1
* E_HOMO: -7.86 eV
* HOMO-LUMO gap: 5.983 eV
* LUMO energy: -1.876 eV
* E_tot: -122881.595 eV

***

# 2
C23H60CuN5O9 | ωB97M-V/def2-TZVPD

XYZ file:
```
98
C23H60CuN5O9, DFT ωB97M-V/def2-TZVPD
Cu 2.341 -1.728 1.778
O 0.273 -0.433 -1.775
C 0.514 -0.025 -0.578
O 1.351 -0.632 0.164
O -0.244 0.896 -0.201
H -0.295 0.326 -1.624
C 1.148 2.731 5.810
O 1.330 1.902 4.676
C 0.168 1.607 3.932
C 0.582 0.591 2.812
N 1.236 -0.596 3.353
C 0.335 -1.489 4.031
C -0.582 -2.176 2.980
O 0.263 -2.666 1.861
C -0.605 -3.347 0.916
H 0.798 3.754 5.668
H 2.035 2.809 6.438
H 0.431 2.373 6.548
H -0.181 2.550 3.513
H -0.662 1.182 4.498
H 1.286 1.130 2.178
H -0.287 0.459 2.167
H 1.668 -0.215 4.183
H -0.400 -1.081 4.726
H 0.869 -2.274 4.567
H -1.321 -1.463 2.616
H -1.169 -2.984 3.416
H -1.477 -2.764 0.619
H -0.915 -4.355 1.192
H -0.050 -3.624 0.021
C 5.683 0.626 0.261
C 4.470 -0.207 0.398
C 4.580 -1.531 -0.373
O 3.469 -2.358 -0.033
C 3.301 -3.536 -0.755
N 4.200 -0.491 1.859
H 6.005 0.824 -0.762
H 6.474 0.148 0.837
H 5.340 1.537 0.752
H 3.648 0.372 -0.024
H 5.431 -2.040 0.080
H 4.616 -1.459 -1.460
H 2.297 -3.950 -0.662
H 3.987 -4.269 -0.331
H 3.538 -3.413 -1.812
H 4.205 0.405 2.325
H 5.065 -0.876 2.211
C -2.966 1.769 -3.077
C -3.915 2.191 -1.955
C -4.779 1.029 -1.535
O -6.117 1.471 -1.040
C -6.099 2.006 0.313
N -3.065 2.788 -0.864
H -3.491 1.472 -3.985
H -2.452 0.933 -2.603
H -2.305 2.604 -3.308
H -4.542 2.997 -2.336
H -4.352 0.402 -0.752
H -4.964 0.315 -2.337
H -7.160 2.068 0.557
H -5.758 3.039 0.247
H -5.440 1.465 0.992
H -2.436 2.147 -0.402
H -3.594 3.232 -0.127
C 1.273 4.558 1.622
C 0.416 4.553 0.293
C 1.202 4.252 -0.994
O 1.807 5.483 -1.435
C 2.937 5.191 -2.228
N -0.827 3.774 0.601
H 2.181 5.136 1.451
H 1.535 3.551 1.947
H 0.622 4.961 2.397
H -0.098 5.476 0.024
H 0.465 3.984 -1.751
H 1.886 3.426 -0.801
H 2.607 4.523 -3.024
H 3.661 4.583 -1.686
H 3.347 5.991 -2.844
H -0.677 2.778 0.524
H -1.635 3.937 0.017
C -2.578 -2.389 -3.078
C -2.671 -3.889 -2.915
C -1.497 -4.730 -3.573
O -1.553 -6.134 -3.283
C -0.898 -6.970 -4.235
N -2.763 -4.224 -1.497
H -1.700 -1.988 -2.573
H -3.469 -1.811 -2.833
H -2.296 -2.193 -4.113
H -3.588 -4.288 -3.349
H -0.607 -4.302 -3.112
H -1.582 -4.460 -4.626
H -0.387 -7.662 -3.566
H -0.151 -6.434 -4.820
H -1.535 -7.556 -4.898
H -2.839 -5.228 -1.425
H -1.896 -4.074 -1.001
```

Values from the calculation:
* multiplicity: 3
* total charge: +2
* E_HOMO (alpha / beta): -12.77 / -12.77 eV
* HOMO-LUMO gap (alpha / beta): 7.510 / 3.339 eV
* LUMO energy (alpha / beta): -5.260 / -9.431 eV
* ⟨S²⟩: 2.011
* E_tot: -95319.496 eV

***

# 3
C23H60NO8PtS7 | ωB97M-V/def2-TZVPD

XYZ file:
```
100
C23H60NO8PtS7, DFT ωB97M-V/def2-TZVPD
Pt -3.631 -31.417 -24.510
C -3.890 -28.061 -22.302
C -4.407 -28.931 -21.138
C -5.516 -28.056 -20.436
C -6.366 -28.763 -19.393
C -6.949 -29.997 -19.913
C -5.920 -30.967 -20.604
N -4.996 -30.275 -21.537
O -4.041 -31.129 -22.245
C -6.807 -31.961 -21.447
C -5.247 -31.832 -19.493
C -3.300 -29.067 -20.078
H -4.595 -27.996 -23.131
H -3.035 -28.535 -22.785
H -3.387 -27.141 -22.007
H -6.222 -27.762 -21.212
H -5.141 -27.207 -19.864
H -7.076 -27.947 -19.259
H -5.816 -28.928 -18.466
H -7.759 -29.766 -20.604
H -7.445 -30.447 -19.053
H -7.529 -31.437 -22.073
H -7.439 -32.582 -20.813
H -6.200 -32.615 -22.073
H -4.554 -31.289 -18.851
H -4.597 -32.598 -19.917
H -5.957 -32.210 -18.757
H -2.731 -28.139 -20.017
H -2.569 -29.836 -20.330
H -3.605 -29.309 -19.060
C -5.611 -34.059 -30.509
S -6.380 -32.403 -30.277
O -7.607 -32.735 -29.446
C -5.108 -31.847 -29.187
H -6.215 -34.704 -31.147
H -5.658 -34.714 -29.639
H -4.597 -33.985 -30.902
H -4.264 -31.737 -29.868
H -4.850 -32.600 -28.443
H -5.294 -30.842 -28.809
C -3.045 -26.756 -25.400
S -3.338 -28.472 -26.179
O -3.738 -29.489 -25.114
C -4.895 -28.022 -27.154
H -2.927 -26.009 -26.185
H -2.160 -26.832 -24.768
H -3.922 -26.653 -24.761
H -5.404 -28.967 -27.343
H -4.824 -27.435 -28.070
H -5.507 -27.483 -26.431
C -8.065 -30.496 -26.705
S -7.325 -30.898 -25.011
O -5.790 -30.998 -25.099
C -7.606 -29.260 -24.217
H -9.092 -30.137 -26.774
H -8.207 -31.432 -27.244
H -7.403 -29.767 -27.172
H -8.670 -29.031 -24.271
H -6.930 -28.630 -24.795
H -7.309 -29.216 -23.169
C -4.401 -35.470 -26.691
S -5.388 -34.567 -25.469
O -4.754 -33.161 -25.203
C -6.967 -34.359 -26.492
H -3.440 -35.755 -26.264
H -4.240 -35.034 -27.677
H -5.089 -36.260 -26.994
H -7.824 -34.306 -25.820
H -7.079 -35.154 -27.229
H -6.879 -33.513 -27.173
C 0.225 -28.629 -23.909
S -0.226 -30.469 -24.037
O -1.696 -30.613 -24.302
C -0.078 -30.825 -22.224
H -0.659 -28.114 -23.532
H 0.661 -28.192 -24.808
H 0.927 -28.646 -23.076
H -0.714 -30.129 -21.677
H 0.938 -30.718 -21.844
H -0.404 -31.863 -22.163
C -0.703 -33.149 -26.718
S -1.906 -32.116 -27.592
O -2.932 -31.689 -26.519
C -0.732 -30.776 -28.152
H -1.183 -33.982 -26.204
H -0.145 -32.519 -26.025
H -0.010 -33.622 -27.414
H -0.288 -31.201 -29.052
H -0.031 -30.576 -27.341
H -1.381 -29.945 -28.431
C -3.217 -34.986 -22.125
S -2.329 -34.576 -23.682
O -2.377 -33.038 -23.902
C -0.618 -34.749 -22.928
H -3.177 -34.122 -21.461
H -2.897 -35.925 -21.674
H -4.266 -35.154 -22.370
H 0.067 -34.300 -23.648
H -0.356 -35.763 -22.629
H -0.525 -34.146 -22.024
```

Values from the calculation:
* multiplicity: 3
* total charge: +1
* E_HOMO (alpha / beta): -7.76 / -7.81 eV
* HOMO-LUMO gap (alpha / beta): 5.839 / 5.878 eV
* LUMO energy (alpha / beta): -1.925 / -1.928 eV
* ⟨S²⟩: 2.009
* E_tot: -121768.268 eV

***

# 4
C23H61BN2O15S5 | ωB97M-V/def2-TZVPD

XYZ file:
```
107
C23H61BN2O15S5, DFT ωB97M-V/def2-TZVPD
C 2.606 -1.175 -1.124
C 1.997 -0.784 -2.485
C 0.578 -0.196 -2.380
N -0.465 -1.178 -2.680
B -1.813 -0.858 -2.960
C -2.286 0.522 -3.590
C -3.084 1.408 -2.618
C -2.230 2.032 -1.500
C -2.888 -1.999 -2.632
N -3.444 -1.814 -1.265
C -4.887 -1.603 -1.195
H 3.618 -0.777 -1.034
H 2.023 -0.742 -0.307
H 2.644 -2.255 -0.973
H 1.930 -1.669 -3.120
H 2.639 -0.043 -2.964
H 0.467 0.637 -3.077
H 0.436 0.212 -1.373
H -0.395 -1.963 -2.042
H -2.951 0.268 -4.427
H -1.460 1.099 -4.020
H -3.573 2.205 -3.185
H -3.890 0.818 -2.182
H -2.408 3.106 -1.421
H -1.163 1.899 -1.687
H -2.458 1.604 -0.524
H -3.699 -2.031 -3.371
H -2.402 -2.983 -2.682
H -3.232 -2.642 -0.731
H -5.302 -2.132 -0.335
H -5.409 -1.960 -2.091
H -5.121 -0.542 -1.078
C -0.320 -0.675 -6.317
C 0.723 -1.673 -5.872
O 1.300 -2.409 -6.988
S 2.398 -1.660 -7.850
C 3.066 -3.074 -8.653
O 3.373 -1.088 -6.970
O 1.767 -0.820 -8.822
H 0.113 0.147 -6.885
H -0.816 -0.269 -5.436
H -1.066 -1.161 -6.948
H 1.529 -1.205 -5.308
H 0.278 -2.441 -5.244
H 3.514 -3.722 -7.905
H 3.818 -2.707 -9.348
H 2.266 -3.578 -9.189
C 4.780 3.002 -5.094
C 6.213 2.930 -4.618
O 6.340 3.185 -3.191
S 5.956 1.998 -2.213
C 6.701 2.624 -0.755
O 6.624 0.804 -2.641
O 4.535 1.969 -2.033
H 4.185 2.183 -4.694
H 4.762 2.942 -6.183
H 4.322 3.942 -4.786
H 6.666 1.963 -4.837
H 6.825 3.706 -5.073
H 7.777 2.670 -0.896
H 6.449 1.925 0.041
H 6.285 3.604 -0.539
C -3.769 0.399 1.872
C -4.980 1.284 2.051
O -5.210 1.643 3.438
S -4.291 2.782 4.053
C -5.275 3.147 5.459
O -4.274 3.895 3.150
O -3.045 2.219 4.478
H -2.847 0.937 2.092
H -3.727 0.048 0.840
H -3.822 -0.466 2.534
H -4.904 2.200 1.463
H -5.895 0.770 1.761
H -6.231 3.542 5.127
H -4.726 3.893 6.030
H -5.410 2.237 6.040
C -4.062 -0.023 10.041
C -4.230 -0.777 8.742
O -5.530 -1.424 8.643
S -6.769 -0.512 8.267
C -7.870 -1.795 7.791
O -6.421 0.286 7.128
O -7.271 0.139 9.436
H -4.721 0.842 10.089
H -3.030 0.320 10.123
H -4.285 -0.669 10.890
H -4.097 -0.133 7.872
H -3.526 -1.602 8.664
H -7.461 -2.302 6.922
H -8.816 -1.315 7.551
H -7.989 -2.475 8.630
C 6.474 -2.667 1.180
C 5.420 -1.615 1.439
O 5.305 -1.278 2.850
S 6.399 -0.306 3.458
C 5.534 0.131 4.923
O 6.521 0.834 2.598
O 7.577 -1.042 3.799
H 7.476 -2.286 1.375
H 6.417 -2.977 0.136
H 6.310 -3.537 1.815
H 5.609 -0.700 0.879
H 4.426 -1.972 1.178
H 4.626 0.660 4.649
H 6.201 0.775 5.493
H 5.314 -0.777 5.478
```

Values from the calculation:
* multiplicity: 1
* energy relative to the best compared isomer or geometry (same formula, charge and spin): 0.0 kcal per mole
* E_HOMO: -8.68 eV
* HOMO-LUMO gap: 9.125 eV
* SMILES string: CCCNB(CCC)CNC.CCOS(C)(=O)=O.CCOS(C)(=O)=O.CCOS(C)(=O)=O.CCOS(C)(=O)=O.CCOS(C)(=O)=O
* LUMO energy: 0.444 eV
* E_tot: -113384.525 eV